A 2-piece molecular cluster, C5H11IN overall in a non-equilibrium geometry. Source: OMol25; level of theory: ωB97M-V/def2-TZVPD.

Summary:
HOMO-LUMO gap   8.579 eV
E_LUMO   -5.4 eV
Net charge   +1
E_HOMO   -13.930 eV
Molecular weight   212.05 g/mol
Energy relative to the best compared isomer or geometry (same formula, charge and spin)   296.7 kJ/mol

Atoms and positions in Å:
C (-0.337528, -0.316651, 1.224565)
C (-0.250896, 1.177614, 1.270918)
C (-0.336815, -1.089299, -0.103679)
C (1.061658, -1.240994, -0.734797)
C (-1.459407, -1.648574, -0.454377)
N (0.648708, 1.889903, -0.654962)
I (-1.822002, 2.557054, 1.010485)
H (0.565255, -0.679001, 1.857525)
H (-1.384356, -0.501892, 1.622717)
H (0.648727, 1.606978, 1.655227)
H (1.585398, -1.901067, -0.031435)
H (1.636397, -0.324531, -0.972470)
H (0.862404, -1.662724, -1.689867)
H (-2.485266, -1.519441, -0.099175)
H (-1.438578, -2.292821, -1.368649)
H (0.023710, 1.666060, -1.431734)
H (1.543840, 1.341012, -0.636083)
H (0.938752, 2.938376, -0.464208)

Cartesian forces (eV/Å) of the 6 atoms listed first:
C -0.329 0.381 1.163
C 0.128 0.660 -2.739
C 1.658 2.017 1.254
C -1.362 0.029 0.714
C -1.129 -1.527 -2.892
N 2.246 0.993 2.393

=====

A 2-piece molecular cluster, C5H11N overall in a non-equilibrium geometry. Source: OMol25; level of theory: ωB97M-V/def2-TZVPD.

Summary:
HOMO-LUMO gap   10.756 eV
E_LUMO   1.1 eV
SMILES string   C=CC.C=NC
E_HOMO   -9.700 eV
Molecular weight   85.15 g/mol
Energy relative to the best compared isomer or geometry (same formula, charge and spin)   200.6 kJ/mol

Atoms and positions in Å:
C (-2.805113, 0.101326, 0.642530)
C (-2.561109, -0.493218, -0.714800)
C (-1.422846, -1.032411, -1.124160)
H (-2.326972, 1.077217, 0.713471)
H (-2.218277, -0.468914, 1.374011)
H (-3.832777, 0.115071, 0.989238)
H (-3.229629, -0.115351, -1.488470)
H (-1.370735, -1.324134, -2.166854)
H (-0.539712, -1.158440, -0.510953)
C (2.459688, 0.678588, 1.280122)
C (2.692040, 0.191678, -0.972763)
N (2.783871, 1.083587, -0.093865)
H (1.798108, -0.190426, 1.297511)
H (3.377270, 0.394582, 1.795408)
H (2.017426, 1.529952, 1.773856)
H (2.847664, 0.417195, -2.022232)
H (2.331100, -0.806302, -0.772047)

Cartesian forces (eV/Å) of the 6 atoms listed first:
C 1.228 -0.783 0.634
C 0.108 1.578 -0.086
C -0.305 -0.190 -0.418
H -0.476 0.396 -0.205
H -0.264 -0.138 0.038
H -0.118 0.152 -0.227